(1)
The ion C3H4NO with charge +1, computed with wB97M-V/def2-TZVPD.

Output
total energy = -246.295849 Ha
orbital gap = 9.99 eV
E_HOMO = -17.69 eV
net charge = +1
energy above the lowest of the compared OMol25 structures with the same formula, charge and spin = 252.7 kJ/mol

Each atom is followed by the atoms it is bonded to, with distances in Å.
Geometry (Å):
1 O 1.0339 -0.9606 -0.0528  C2 1.280, C8 1.283
2 C -0.2374 -0.8183 -0.0977  O1 1.280, H6 1.019, C9 1.400
3 H -0.9933 1.0016 -0.9022  C9 1.123
4 N 2.5859 0.8572 0.3929  C8 1.154
5 H -2.0322 0.1736 0.1608  C9 1.056
6 H -0.6997 -1.6568 -0.4473  C2 1.019
7 H -0.5467 1.1042 0.6945  C9 1.114
8 C 1.8908 -0.0511 0.2390  O1 1.283, N4 1.154
9 C -1.0014 0.3500 0.0129  C2 1.400, H3 1.123, H5 1.056, H7 1.114

***

(2)
The ion C3H4NO with charge +1, computed with wB97M-V/def2-TZVPD.

Output
total energy = -246.302005 Ha
orbital gap = 10.46 eV
E_HOMO = -17.89 eV
net charge = +1
energy above the lowest of the compared OMol25 structures with the same formula, charge and spin = 236.5 kJ/mol

Each atom is followed by the atoms it is bonded to, with distances in Å.
Geometry (Å):
1 H -0.7376 -1.7650 -0.6019  C7 1.156
2 H -2.0301 0.2119 -0.0607  C4 1.093
3 H -0.6283 1.0376 0.8994  C4 1.134
4 C -0.9562 0.3982 0.0226  H2 1.093, H3 1.134, C7 1.399, H8 1.151
5 N 2.5955 0.7734 0.7276  C9 1.141
6 O 1.0138 -0.9081 -0.1543  C7 1.280, C9 1.343
7 C -0.2609 -0.7982 -0.1834  H1 1.156, C4 1.399, O6 1.280
8 H -0.7807 0.9639 -0.9638  C4 1.151
9 C 1.7844 0.0862 0.3145  N5 1.141, O6 1.343